[1]
{"formula": "C43H45FeN3P2S2", "method": "ωB97M-V with the def2-TZVPD basis set", "orbital_gap_ev": [5.64, 6.40], "e_lumo_ev": [-0.34, 0.01], "multiplicity": 5, "homo_ev": [-5.98, -6.39], "de_lowest_kj_mol": 43.5, "species": ["Fe", "S", "C", "N", "C", "C", "C", "C", "C", "C", "S", "H", "H", "H", "H", "C", "C", "P", "C", "C", "C", "C", "C", "C", "C", "C", "C", "C", "C", "C", "P", "C", "C", "C", "C", "C", "C", "C", "C", "C", "C", "C", "C", "H", "H", "H", "H", "H", "H", "H", "H", "H", "H", "H", "H", "H", "H", "H", "H", "H", "H", "H", "H", "H", "H", "H", "H", "C", "C", "C", "C", "N", "N", "H", "H", "H", "H", "H", "H", "H", "H", "H", "H", "H", "H", "C", "C", "C", "C", "C", "C", "H", "H", "H", "H", "H"], "coordinates": [[0.34441, -0.31760, 1.22462], [-0.71874, -2.53556, 0.96918], [-1.75072, -1.52705, 1.82441], [-1.56324, -0.23180, 1.84387], [-2.47485, 0.42349, 2.61229], [-2.50794, 1.79003, 2.86094], [-3.53262, 2.30114, 3.62820], [-4.51967, 1.47288, 4.15304], [-4.47210, 0.10435, 3.96499], [-3.44252, -0.41451, 3.20198], [-3.12466, -2.07977, 2.78712], [-1.72948, 2.41565, 2.45930], [-3.57061, 3.36046, 3.82768], [-5.33765, 1.90456, 4.70988], [-5.21272, -0.54267, 4.40716], [0.90189, -1.02131, -1.66367], [-0.14395, -1.88297, -2.37884], [-1.55477, -0.74308, -2.79230], [-2.84417, -1.32066, -1.64262], [-3.24131, -2.65016, -1.55791], [-4.25360, -3.01292, -0.69047], [-4.88959, -2.04870, 0.07639], [-4.49759, -0.72324, -0.00742], [-3.47376, -0.35998, -0.86143], [-2.21623, -1.42256, -4.36065], [-1.38306, -1.79112, -5.41243], [-1.91716, -2.16397, -6.63236], [-3.28824, -2.14674, -6.82948], [-4.12447, -1.73787, -5.80235], [-3.59108, -1.37599, -4.58106], [0.04254, 0.50814, -1.03520], [1.38566, 1.24867, -0.00989], [2.69334, 1.29696, -0.50025], [3.55008, 2.34179, -0.21235], [3.01228, 3.52443, 0.35585], [1.76072, 3.53852, 0.85622], [1.03854, 2.24674, 1.07414], [0.21160, 1.69744, -2.43199], [-0.20636, 3.00445, -2.20325], [-0.13819, 3.95028, -3.20814], [0.36616, 3.60101, -4.44867], [0.77871, 2.30201, -4.68805], [0.67858, 1.34891, -3.69232], [1.72970, -0.76171, -2.32578], [1.31170, -1.55519, -0.79823], [-0.51955, -2.65982, -1.70941], [0.26049, -2.36337, -3.27161], [-2.75955, -3.39323, -2.17862], [-4.55650, -4.04814, -0.61698], [-5.68185, -2.33697, 0.75114], [-4.98693, 0.02301, 0.60178], [-3.15871, 0.67378, -0.93032], [-0.30899, -1.78601, -5.28686], [-1.26046, -2.46588, -7.43637], [-3.70260, -2.43143, -7.78535], [-5.19428, -1.70041, -5.95104], [-4.23839, -1.05177, -3.77824], [3.02316, 0.55388, -1.21790], [4.56308, 2.33832, -0.58783], [3.60190, 4.42896, 0.29316], [1.28851, 4.45235, 1.18638], [-0.04380, 2.39822, 1.13526], [-0.59841, 3.27711, -1.23346], [-0.48516, 4.95765, -3.02768], [0.43866, 4.33874, -5.23220], [1.17029, 2.02194, -5.65686], [0.95660, 0.32811, -3.91387], [5.66934, -0.80968, 1.62704], [4.47336, -1.72031, 1.90983], [4.45570, -2.13877, 3.38153], [4.50887, -2.95632, 0.99705], [3.29201, -0.88795, 1.66901], [2.03084, -1.48849, 1.91400], [6.60280, -1.30599, 1.87739], [5.57863, 0.09730, 2.21789], [5.69617, -0.52740, 0.57658], [5.43644, -2.48390, 3.69270], [3.74551, -2.94521, 3.55097], [4.17446, -1.28598, 3.99461], [5.41619, -3.52756, 1.16953], [4.47821, -2.66315, -0.05192], [3.66297, -3.61509, 1.19379], [3.30388, -0.53304, 0.71525], [1.91014, -1.55460, 2.92435], [1.95970, -2.44045, 1.53074], [1.21673, 2.40187, 4.83488], [0.53716, 1.22580, 5.17560], [0.22509, 0.31116, 4.15207], [0.63422, 0.53263, 2.88485], [1.51181, 1.64522, 2.47368], [1.64380, 2.65423, 3.57291], [1.40475, 3.13271, 5.61063], [0.22896, 1.03455, 6.18987], [-0.37750, -0.55423, 4.39498], [2.52786, 1.25977, 2.25902], [2.15954, 3.57307, 3.33792]], "forces_ev_per_angstrom": [[0.5, -0.5, 1.1], [0.3, -0.7, -0.3], [-1.1, -0.6, 0.4], [0.4, -0.6, -0.5], [-0.9, 0.4, 0.7], [0.0, -0.2, -0.1], [0.0, 0.1, 0.0], [-0.1, 0.0, 0.1], [0.0, 0.1, 0.0], [0.3, 0.0, -0.3], [0.6, 0.5, 0.0], [0.1, 0.2, 0.0], [0.0, 0.1, 0.0], [0.0, 0.0, 0.1], [-0.1, -0.1, 0.0], [0.0, 0.1, 0.0], [-0.2, 0.0, -0.2], [-0.7, -1.0, -0.5], [0.0, 0.1, -0.1], [0.0, 0.1, 0.1], [-0.1, -0.2, -0.1], [0.0, 0.0, -0.1], [-0.3, 0.0, 0.1], [0.0, -0.1, -0.1], [0.1, 0.2, 0.1], [0.0, 0.0, 0.1], [0.0, -0.1, -0.2], [0.0, 0.0, -0.1], [-0.1, 0.0, -0.1], [0.1, 0.0, 0.1], [1.5, 1.6, -0.9], [-1.8, -1.4, 0.6], [1.6, 0.7, -0.1], [-0.2, -1.5, -0.6], [-0.8, 0.6, 0.5], [0.3, 0.3, -0.2], [0.4, 0.2, 0.6], [-0.4, 0.0, -0.1], [0.0, -0.2, 0.0], [0.0, 0.1, 0.0], [0.1, 0.1, -0.2], [0.0, 0.0, -0.1], [0.1, 0.0, 0.2], [0.0, 0.0, 0.1], [0.1, 0.1, -0.1], [0.1, 0.0, -0.1], [0.0, 0.0, 0.0], [0.0, -0.1, 0.0], [0.0, -0.1, 0.0], [-0.1, 0.0, 0.1], [-0.1, 0.1, 0.0], [0.0, 0.0, 0.0], [0.1, 0.0, 0.0], [0.0, 0.0, 0.0], [0.0, 0.0, -0.1], [-0.1, 0.0, 0.0], [-0.1, 0.0, 0.0], [0.1, -0.2, 0.0], [0.0, 0.0, -0.1], [-0.1, 0.2, 0.0], [0.0, 0.2, 0.0], [0.0, 0.1, 0.0], [0.0, 0.1, 0.1], [0.0, 0.1, 0.0], [0.0, 0.1, -0.1], [0.0, 0.0, -0.1], [0.1, -0.1, 0.0], [-0.3, -0.1, 0.1], [0.1, -0.3, 0.1], [0.0, 0.1, -0.3], [0.0, 0.3, 0.2], [0.2, 0.2, -0.1], [0.2, -0.4, -0.3], [0.1, -0.1, 0.0], [0.0, 0.1, 0.1], [0.0, 0.1, -0.1], [0.1, -0.1, 0.0], [-0.1, -0.1, 0.1], [0.0, 0.1, 0.1], [0.1, -0.1, 0.0], [0.0, 0.0, -0.1], [0.0, -0.1, 0.0], [-0.2, 0.0, 0.2], [0.0, 0.0, -0.2], [0.0, 0.3, 0.1], [0.2, 0.4, 0.2], [0.1, -0.1, 0.1], [-0.2, -0.4, -0.3], [0.3, 0.3, 0.3], [0.3, 1.1, 0.0], [0.0, -0.1, 0.0], [0.0, 0.1, 0.0], [-0.1, 0.0, 0.1], [-0.2, -0.1, 0.0], [-0.2, 0.1, -0.1], [0.0, 0.1, 0.0]], "lowdin_spin": [2.856, 0.066, 0.008, -0.008, 0.002, 0.003, 0.000, 0.001, 0.000, 0.000, 0.000, 0.002, 0.000, 0.000, 0.000, 0.010, 0.001, 0.007, 0.001, 0.001, 0.001, 0.000, 0.000, 0.001, 0.002, 0.001, 0.000, 0.000, 0.000, 0.001, 0.046, 0.054, -0.005, 0.066, 0.005, 0.049, 0.054, 0.023, 0.001, 0.000, -0.002, 0.001, 0.003, 0.001, 0.003, 0.000, 0.000, 0.000, 0.000, 0.000, 0.000, 0.001, 0.000, 0.000, 0.000, 0.000, 0.000, -0.001, 0.005, -0.001, 0.004, 0.002, 0.001, 0.000, 0.000, 0.000, 0.001, 0.000, 0.001, 0.000, 0.000, 0.006, 0.017, 0.000, 0.000, 0.000, 0.000, 0.000, 0.000, 0.000, 0.000, 0.000, 0.000, 0.002, 0.000, 0.024, 0.305, -0.003, 0.027, 0.074, 0.221, -0.006, 0.020, -0.008, 0.036, 0.012]}

[2]
{"formula": "C26H33F3NO2", "method": "ωB97M-V with the def2-TZVPD basis set", "orbital_gap_ev": 7.67, "e_lumo_ev": -3.21, "homo_ev": -10.88, "charge": 1, "species": ["C", "C", "O", "C", "O", "C", "C", "C", "C", "N", "C", "H", "H", "H", "H", "H", "H", "H", "H", "H", "H", "H", "H", "H", "H", "H", "H", "H", "H", "F", "C", "C", "C", "C", "C", "C", "H", "H", "H", "H", "H", "F", "C", "C", "C", "C", "C", "C", "H", "H", "H", "H", "H", "F", "C", "C", "C", "C", "C", "C", "H", "H", "H", "H", "H"], "coordinates": [[-3.53701, 1.82302, -1.68322], [-2.99784, 0.65867, -2.74883], [-4.05899, -0.35494, -2.88808], [-1.59933, -0.06590, -2.18623], [-1.23459, 0.67182, -0.96550], [-0.57707, -0.22837, 0.02850], [0.20755, 0.80773, 1.08090], [-1.03029, 1.56192, 1.91527], [-1.89021, 0.45376, 2.76382], [-1.71140, -0.97994, 2.31498], [-1.65456, -1.18043, 0.81618], [-2.71951, 2.69123, -1.69605], [-4.57718, 2.23513, -2.06270], [-3.71841, 1.39956, -0.59841], [-2.75104, 1.13629, -3.78867], [-4.35790, -0.68669, -1.99104], [-1.76401, -1.21506, -2.03648], [-0.73147, 0.03563, -2.99655], [0.18420, -0.89942, -0.55438], [0.76173, 1.59208, 0.37187], [0.96491, 0.25872, 1.78397], [-0.58116, 2.33610, 2.67753], [-1.68291, 2.17058, 1.12424], [-3.04025, 0.75473, 2.84379], [-1.47911, 0.50155, 3.88358], [-2.57449, -1.50430, 2.65191], [-0.90357, -1.43699, 2.83482], [-1.29094, -2.30421, 0.64430], [-2.69581, -1.10225, 0.27655], [4.65784, -0.82620, -6.09920], [3.43769, -0.33936, -5.83682], [3.28022, 0.60542, -4.82873], [2.01075, 1.11639, -4.55864], [0.91013, 0.66823, -5.29319], [1.07768, -0.28409, -6.29964], [2.34881, -0.78648, -6.57691], [4.14540, 0.93547, -4.26306], [1.87824, 1.86113, -3.77778], [-0.08050, 1.06374, -5.07918], [0.21896, -0.63441, -6.86724], [2.49843, -1.52053, -7.36172], [-4.45080, -1.41071, 3.78218], [-4.21045, -1.49889, 5.09712], [-4.77155, -0.56339, 5.95948], [-4.52574, -0.65785, 7.32924], [-3.71179, -1.68148, 7.82061], [-3.14909, -2.61266, 6.94642], [-3.40417, -2.52449, 5.57814], [-5.39437, 0.22969, 5.55877], [-4.96606, 0.06398, 8.01263], [-3.51671, -1.75213, 8.88856], [-2.51257, -3.40605, 7.33073], [-2.98216, -3.24508, 4.88548], [4.57178, 2.20090, -2.54425], [5.37354, 1.44264, -1.78475], [6.54859, 0.93348, -2.32667], [7.38624, 0.14818, -1.53469], [7.03360, -0.12847, -0.21148], [5.84956, 0.38302, 0.32178], [5.01783, 1.17741, -0.46701], [6.80194, 1.15200, -3.35891], [8.31099, -0.24819, -1.94661], [7.68502, -0.74472, 0.40452], [5.57516, 0.16295, 1.35065], [4.09827, 1.59050, -0.06589]], "forces_ev_per_angstrom": [[0.3, 0.2, -1.0], [0.0, 0.0, 1.6], [0.9, 0.5, 0.8], [-0.3, 0.6, -1.4], [0.8, -3.0, 0.9], [0.9, 1.2, 0.1], [-1.4, 0.2, -1.0], [0.8, 0.0, -0.6], [0.0, 2.7, 2.1], [-1.1, -0.6, 0.5], [1.0, -1.7, -2.7], [-2.0, -1.8, 0.4], [2.3, -0.8, 0.6], [0.6, 0.8, -2.2], [-0.9, -1.1, 1.9], [0.7, 0.9, -1.5], [0.1, 2.1, 0.0], [-1.7, -0.1, 1.8], [-1.4, 1.2, 1.2], [-1.2, -1.8, 1.8], [-1.4, 1.0, -1.3], [-1.0, -1.6, -1.5], [1.3, -1.6, 1.8], [2.5, -1.0, -0.5], [-1.0, -0.3, -2.4], [1.1, 0.7, -0.3], [-1.0, 0.8, -1.1], [-0.9, 2.4, 0.5], [1.9, 0.1, 1.6], [0.1, 0.0, 0.0], [-0.9, 0.4, 0.2], [0.2, -0.1, 0.0], [-0.1, -0.3, -0.3], [0.1, 0.0, 0.1], [0.2, 0.2, 0.2], [0.0, -0.1, 0.0], [-0.2, -0.1, -0.2], [0.1, -0.1, -0.1], [0.2, 0.0, -0.1], [0.2, 0.1, 0.1], [0.0, 0.1, 0.1], [0.0, 0.1, -1.1], [0.3, -0.1, 2.0], [0.0, 0.0, -0.2], [0.3, -0.3, -0.2], [0.0, 0.0, -0.1], [-0.2, 0.3, 0.0], [0.0, 0.2, -0.2], [0.0, -0.1, 0.0], [0.1, -0.1, -0.2], [0.0, 0.0, -0.2], [-0.1, 0.1, -0.1], [-0.1, 0.0, 0.0], [-0.2, 0.3, -0.1], [0.8, -0.7, 0.7], [-0.1, 0.1, -0.1], [-0.4, 0.1, 0.3], [0.0, 0.0, -0.1], [0.2, 0.0, -0.4], [-0.1, 0.0, -0.1], [0.0, 0.0, 0.1], [-0.2, 0.1, 0.0], [-0.1, 0.1, -0.1], [0.0, 0.1, -0.2], [0.1, 0.0, -0.1]], "mulliken_charge": [-0.765, 0.096, -0.551, -0.154, -0.317, 0.138, -0.862, -0.400, -0.532, -0.049, -0.664, 0.234, 0.343, 0.088, 0.306, 0.331, 0.322, -0.148, 0.452, 0.284, 0.301, 0.367, 0.216, 0.229, 0.391, 0.293, 0.485, 0.307, 0.224, -0.300, 0.259, -0.122, -0.613, -0.423, -0.560, -0.375, 0.375, 0.427, 0.560, 0.373, 0.417, -0.389, 0.461, -0.420, -0.416, -0.461, -0.466, -0.285, 0.420, 0.374, 0.381, 0.368, 0.447, -0.328, 0.355, -0.239, -0.455, -0.447, -0.384, -0.446, 0.427, 0.362, 0.366, 0.349, 0.442]}

[3]
{"formula": "C16H23N2O4", "method": "ωB97M-V with the def2-TZVPD basis set", "orbital_gap_ev": 9.09, "e_lumo_ev": -3.75, "smiles": "CCC(=O)OCC[C@@H]1CO[C@@H](CC=O)C[N@@H+]1c1ccncc1", "homo_ev": -12.85, "charge": 1, "species": ["C", "C", "C", "O", "O", "C", "C", "C", "C", "O", "C", "C", "C", "O", "C", "N", "C", "C", "C", "N", "C", "C", "H", "H", "H", "H", "H", "H", "H", "H", "H", "H", "H", "H", "H", "H", "H", "H", "H", "H", "H", "H", "H", "H", "H"], "coordinates": [[-0.27667, 4.79924, 0.24737], [-0.46177, 4.71308, 1.86014], [-1.03942, 3.29043, 2.33826], [-1.31891, 3.12949, 3.55283], [-1.20057, 2.17556, 1.41918], [0.08594, 1.46886, 1.54545], [0.51661, 0.72556, 0.17814], [1.36857, -0.58965, 0.53037], [2.64742, -0.61260, -0.45208], [2.21803, -0.75261, -1.82551], [1.17020, -1.74518, -1.98998], [1.53619, -2.59344, -3.31832], [0.67079, -2.17902, -4.59973], [-0.40173, -2.77249, -4.88994], [0.89045, -2.66198, -0.70444], [0.58238, -1.87703, 0.55254], [-0.87471, -1.72990, 0.84757], [-1.42363, -1.50479, 2.29864], [-2.95391, -1.32384, 2.43477], [-3.93502, -1.34192, 1.40213], [-3.40498, -1.54698, 0.09560], [-1.92637, -1.75306, -0.31102], [-1.03226, 4.12816, -0.30708], [0.79324, 4.47474, -0.03872], [-0.43311, 5.86908, -0.14976], [0.61368, 4.76090, 2.28517], [-1.03892, 5.59056, 2.29866], [0.86449, 2.30890, 1.72860], [0.12380, 0.80493, 2.47332], [-0.34026, 0.56818, -0.55682], [1.24926, 1.45002, -0.34634], [1.78272, -0.44240, 1.60167], [3.43026, -1.39012, -0.14840], [3.15171, 0.41868, -0.32924], [0.19720, -1.15541, -2.19759], [1.36855, -3.69746, -3.07617], [2.65357, -2.42958, -3.54848], [1.05683, -1.35206, -5.30357], [0.10413, -3.47856, -0.92562], [1.86814, -3.25150, -0.50863], [0.97903, -2.44624, 1.33323], [-0.69853, -1.47685, 3.18142], [-3.34152, -1.12556, 3.50203], [-4.16644, -1.54145, -0.76983], [-1.65445, -1.90471, -1.40982]], "forces_ev_per_angstrom": [[-0.2, 0.1, -0.1], [1.1, -0.9, -1.4], [-1.2, 0.4, 4.1], [1.0, 0.3, -4.9], [1.9, 0.9, 1.3], [0.7, 0.9, -0.4], [0.4, 0.6, 0.3], [1.6, 2.9, 0.5], [-0.2, 0.2, 0.6], [-0.2, -0.8, 1.7], [-1.2, 0.5, -0.9], [0.2, -0.1, 0.3], [-2.5, -1.8, -0.5], [3.9, 2.2, 1.3], [1.5, -1.8, -1.8], [-0.2, -1.0, 0.3], [-5.8, 0.8, 0.6], [-1.3, -0.3, -3.9], [1.5, -0.2, -1.1], [5.1, -0.6, -0.9], [1.8, -0.1, 0.6], [-0.5, 0.5, 4.0], [1.2, 1.0, 1.0], [-1.7, 0.5, 0.4], [0.3, -1.7, 0.8], [-1.9, -0.1, -0.3], [0.5, -1.6, -0.5], [-0.9, -1.6, -0.3], [-0.4, 0.7, -1.3], [1.0, 0.1, 1.3], [-1.3, -1.3, 0.7], [-0.7, -0.3, -1.7], [-1.1, 0.8, -0.5], [-0.9, -1.7, -0.3], [1.4, -0.9, 0.3], [0.1, 1.4, -0.7], [-1.8, -0.2, 0.5], [-0.3, -1.0, 1.1], [1.0, 1.7, 0.5], [-1.5, 1.0, -0.1], [-0.5, 0.5, -0.7], [-1.4, 0.0, -1.3], [0.6, -0.4, -2.0], [1.3, 0.0, 1.7], [-0.5, 0.2, 1.9]], "mulliken_charge": [-0.776, -0.376, 0.529, -0.549, -0.355, -0.391, -0.742, -0.050, -0.799, -0.361, 0.720, -0.709, 0.000, -0.460, -1.312, 0.433, 0.363, -0.468, -0.262, -0.477, -0.346, -0.278, 0.214, 0.188, 0.324, 0.243, 0.378, 0.334, 0.259, 0.198, 0.509, 0.409, 0.292, 0.462, 0.150, 0.382, 0.310, 0.327, 0.466, 0.429, 0.543, 0.333, 0.324, 0.320, 0.271]}

[4]
{"formula": "C2H4NO3PS", "method": "ωB97M-V with the def2-TZVPD basis set", "orbital_gap_ev": 5.76, "e_lumo_ev": 5.89, "smiles": "CNC(=S)P(=O)([O-])[O-]", "homo_ev": 0.13, "de_lowest_kj_mol": 245.6, "charge": -2, "species": ["C", "C", "N", "O", "O", "O", "P", "S", "H", "H", "H", "H"], "coordinates": [[0.74524, -0.84054, 0.00404], [-1.59048, 0.07986, 0.07747], [-0.59388, -0.94852, 0.10268], [1.35015, 1.26669, -1.56831], [0.69680, 1.82808, 0.89167], [2.96388, 0.84852, 0.39313], [1.56268, 1.00239, -0.08730], [1.44501, -2.51111, -0.17068], [-2.09595, 0.01060, 0.96903], [-1.19306, 1.05042, 0.09384], [-2.25832, 0.00174, -0.75032], [-1.03208, -1.78814, 0.04473]], "forces_ev_per_angstrom": [[-0.5, -2.1, -0.3], [1.0, 0.3, -0.6], [2.0, 3.3, -0.4], [-0.3, -0.2, 0.3], [-0.1, -0.9, -0.8], [0.8, -0.5, 0.0], [-0.6, 0.9, 0.5], [-0.4, 2.0, 0.3], [-1.8, -0.2, 2.2], [1.1, 1.3, -0.2], [-0.6, -0.4, -0.8], [-0.5, -3.4, -0.2]], "mulliken_charge": [0.123, -1.011, -0.153, -0.742, -0.800, -0.736, 0.728, -0.631, 0.353, 0.392, 0.273, 0.204]}

Number 1: strongest force on any atom 2.4 eV Å⁻¹, molecular weight 785.78 g mol⁻¹, E_tot -4572.44378 Ha. Number 2: strongest force on any atom 3.4 eV Å⁻¹, molecular weight 448.55 g mol⁻¹, E_tot -1514.95872 Ha. Number 3: strongest force on any atom 5.9 eV Å⁻¹, molecular weight 307.37 g mol⁻¹, E_tot -1033.43606 Ha. Number 4: strongest force on any atom 3.8 eV Å⁻¹, molecular weight 153.10 g mol⁻¹, E_tot -1098.67507 Ha.